Density functional theory data (the ωB97M-V functional and the def2-TZVPD basis) for the ion C4H11N2O with charge +1 in a non-equilibrium geometry.

Values from the calculation:
* energy relative to the best compared isomer or geometry (same formula, charge and spin): 26.3 kcal/mol
* energy: -343.5223 a.u.
* frontier orbital gap: 10.6 eV
* total charge: +1
* SMILES string: CNC/[NH+]=C(/C)O

Geometry as XYZ:
```
18
C4H11N2O the ωB97M-V functional and the def2-TZVPD basis
C -1.03 -0.34 0.79
C 0.39 1.28 -0.71
C 1.09 2.57 -0.79
C 0.11 -2.49 0.51
N -0.15 0.85 0.41
N -0.91 -1.56 0.03
O 0.34 0.53 -1.76
H -0.79 -0.48 1.85
H -2.05 0.04 0.71
H 1.31 2.79 -1.83
H 2.04 2.52 -0.25
H 0.50 3.37 -0.36
H 1.05 -1.96 0.67
H -0.18 -2.98 1.45
H 0.26 -3.25 -0.25
H -0.09 1.48 1.21
H -1.80 -2.02 -0.09
H -0.10 -0.34 -1.60
```

***

Density functional theory data (the ωB97M-V functional and the def2-TZVPD basis) for a cluster of 2 separate species, C4H11N2O in total in a non-equilibrium geometry.

Values from the calculation:
* spin multiplicity: 3
* energy relative to the best compared isomer or geometry (same formula, charge and spin): 5.5 kcal/mol
* energy: -343.3410 a.u.
* frontier orbital gap (spin up / spin down): 6.9 / 8.5 eV
* total charge: +1

Geometry as XYZ:
```
18
C4H11N2O the ωB97M-V functional and the def2-TZVPD basis
C -2.95 2.32 -0.28
C 0.25 -1.20 -1.97
C 1.92 -0.38 2.12
C 0.25 -0.40 0.37
N -0.37 -0.69 -0.81
N 1.43 -0.79 0.83
O -2.11 1.48 -0.02
H -3.05 3.19 0.33
H -0.09 -2.22 -2.22
H 0.09 -0.55 -2.79
H 1.40 -0.98 -1.90
H 2.14 0.70 1.92
H 1.19 -0.55 2.92
H 2.89 -0.86 2.49
H -0.38 0.24 1.00
H -3.39 2.22 -1.22
H -1.20 -0.12 -1.07
H 1.97 -1.40 0.30
```

***

Density functional theory data (the ωB97M-V functional and the def2-TZVPD basis) for the ion C4H11N2O with charge +2 in a non-equilibrium geometry.

Values from the calculation:
* spin multiplicity: 2
* energy relative to the best compared isomer or geometry (same formula, charge and spin): 29.6 kcal/mol
* energy: -343.0052 a.u.
* frontier orbital gap (spin up / spin down): 11.1 / 7.0 eV
* total charge: +2

Geometry as XYZ:
```
18
C4H11N2O the ωB97M-V functional and the def2-TZVPD basis
O 2.47 0.73 0.75
C 2.03 -0.34 0.48
C 0.66 -0.44 -0.24
C -0.11 0.88 -0.30
C -1.50 0.90 -0.94
N -2.49 -0.03 -0.30
N -0.08 -1.48 0.57
H 2.49 -1.32 0.68
H 0.76 -0.80 -1.28
H 0.40 1.65 -0.89
H -0.21 1.22 0.74
H -1.58 0.68 -2.01
H -1.93 1.91 -0.97
H -2.98 0.45 0.46
H -2.12 -0.91 0.08
H -3.17 -0.39 -0.97
H 0.09 -1.26 1.56
H 0.41 -2.37 0.47
```

***

Density functional theory data (the ωB97M-V functional and the def2-TZVPD basis) for a cluster of 2 separate species, C4H11N2O2 in total in a non-equilibrium geometry.

Values from the calculation:
* energy relative to the best compared isomer or geometry (same formula, charge and spin): 177.5 kcal/mol
* energy: -418.8081 a.u.
* frontier orbital gap: 4.7 eV
* total charge: -1

Geometry as XYZ:
```
19
C4H11N2O2 the ωB97M-V functional and the def2-TZVPD basis
C -0.44 0.07 -0.06
N -0.68 -0.75 1.05
C -1.32 -2.17 0.79
O -0.44 -3.08 1.12
C 0.55 1.23 0.17
N 1.86 1.15 0.00
C 2.23 0.82 -1.35
O -1.30 2.40 -1.25
H -1.32 0.63 -0.38
H -0.06 -0.49 -0.94
H 0.17 -0.94 1.57
H -1.69 -2.14 -0.24
H -2.24 -2.16 1.43
H 0.35 1.56 1.20
H 0.03 2.02 -0.55
H 2.60 -0.20 -1.38
H 1.40 0.83 -2.05
H 3.02 1.47 -1.72
H -1.39 3.12 -1.90
```

***

Density functional theory data (the ωB97M-V functional and the def2-TZVPD basis) for the ion C4H11N2O2 with charge +1 in a non-equilibrium geometry.

Values from the calculation:
* energy relative to the best compared isomer or geometry (same formula, charge and spin): 15.1 kcal/mol
* energy: -418.7757 a.u.
* frontier orbital gap: 10.4 eV
* total charge: +1
* SMILES string: NC(=O)C[C@H]([NH3+])CO

Geometry as XYZ:
```
19
C4H11N2O2 the ωB97M-V functional and the def2-TZVPD basis
C -1.43 -0.10 -0.55
O -2.01 -0.82 -1.67
C -0.01 -0.64 -0.48
C 0.92 0.08 0.47
C 0.31 0.79 1.68
N 1.02 0.72 2.83
O -0.72 1.42 1.58
N 0.52 -0.52 -1.91
H -1.45 0.96 -0.77
H -1.97 -0.29 0.37
H -2.94 -0.56 -1.76
H -0.02 -1.70 -0.34
H 1.77 -0.53 0.77
H 1.44 0.95 0.05
H 0.84 1.45 3.50
H 1.83 0.14 2.93
H -0.11 -1.05 -2.51
H 1.51 -0.77 -1.98
H 0.51 0.46 -2.20
```

***

Density functional theory data (the ωB97M-V functional and the def2-TZVPD basis) for the ion C4H11N2O2 with charge +1 in a non-equilibrium geometry.

Values from the calculation:
* energy relative to the best compared isomer or geometry (same formula, charge and spin): 15.2 kcal/mol
* energy: -418.7755 a.u.
* frontier orbital gap: 11.4 eV
* total charge: +1
* SMILES string: NC(=O)C[C@H]([NH3+])CO

Geometry as XYZ:
```
19
C4H11N2O2 the ωB97M-V functional and the def2-TZVPD basis
C 1.48 -0.48 -0.08
O 2.13 -0.63 -1.36
C 0.65 0.84 -0.06
C -0.54 0.69 0.88
C -1.48 -0.51 0.56
N -2.00 -1.36 1.46
O -1.77 -0.70 -0.63
N 0.10 0.99 -1.48
H 0.93 -1.41 0.04
H 2.21 -0.58 0.76
H 3.07 -0.63 -1.17
H 1.12 1.79 0.15
H -0.30 0.76 1.96
H -1.12 1.64 0.78
H -2.45 -2.21 1.17
H -1.66 -1.21 2.40
H 0.66 0.49 -2.20
H -0.16 1.95 -1.72
H -0.87 0.56 -1.46
```

***

Density functional theory data (the ωB97M-V functional and the def2-TZVPD basis) for the ion C4H11N2O2 with charge +1 in a non-equilibrium geometry.

Values from the calculation:
* energy relative to the best compared isomer or geometry (same formula, charge and spin): 34.0 kcal/mol
* energy: -418.7456 a.u.
* frontier orbital gap: 10.0 eV
* total charge: +1
* SMILES string: NC(=O)C[C@H]([NH3+])CO

Geometry as XYZ:
```
19
C4H11N2O2 the ωB97M-V functional and the def2-TZVPD basis
C 1.28 0.12 0.88
O 2.48 0.83 0.92
C 0.38 0.66 -0.24
C -0.94 -0.12 -0.62
C -1.38 -1.28 0.33
N -2.63 -1.38 0.79
O -0.47 -1.94 0.81
N 1.19 0.87 -1.49
H 1.48 -0.94 0.73
H 0.66 0.26 1.81
H 2.67 1.40 1.66
H -0.05 1.58 0.30
H -1.75 0.65 -0.61
H -0.73 -0.44 -1.64
H -2.84 -2.22 1.32
H -3.35 -0.91 0.26
H 1.96 1.46 -1.12
H 0.62 1.42 -2.14
H 1.43 0.00 -1.95
```

***

Density functional theory data (the ωB97M-V functional and the def2-TZVPD basis) for the molecule C4H11N2OS in a non-equilibrium geometry.

Values from the calculation:
* spin multiplicity: 2
* energy relative to the best compared isomer or geometry (same formula, charge and spin): 25.1 kcal/mol
* energy: -741.8197 a.u.
* frontier orbital gap (spin up / spin down): 9.9 / 7.2 eV
* total charge: 0

Geometry as XYZ:
```
19
C4H11N2OS the ωB97M-V functional and the def2-TZVPD basis
C -0.81 0.57 -0.87
N -1.00 -0.91 -0.99
C -1.80 -1.57 -2.07
O -2.63 -2.45 -1.58
C -0.16 0.68 0.55
C 1.23 0.01 0.52
S 2.47 0.61 1.72
N -0.22 2.11 0.97
H -1.81 1.03 -0.77
H -0.06 0.80 -1.63
H -1.36 -1.22 -0.08
H -0.94 -1.93 -2.70
H -2.32 -0.88 -2.74
H -0.86 0.24 1.29
H 1.63 -0.01 -0.52
H 0.98 -1.08 0.77
H 2.98 1.66 1.03
H -0.26 2.76 0.19
H 0.60 2.38 1.51
```